# 1
19
Properties=species:S:1:pos:R:3 method="wB97M-V/def2-TZVPD" smiles="C=[SiH]C([SiH3])=C(C)C" gap_ev=8.22 energy_ha=-776.57242 lumo_ev=0.14 relative_energy_kcal_mol=61.6
C -3.5143 -0.0474 0.2081
C 0.1385 -0.5279 -0.0501
C 0.7199 0.6777 -0.0255
C 2.2078 0.8362 0.1124
C -0.0615 1.9587 -0.1651
Si -1.8583 -0.6928 -0.1203
Si 1.1421 -2.1287 0.0132
H 2.6961 0.6670 -0.8463
H 2.6122 0.1185 0.8232
H 2.4668 1.8401 0.4406
H -0.6475 1.9580 -1.0846
H 0.5993 2.8233 -0.1992
H -0.7545 2.0744 0.6675
H -4.3019 -0.7800 0.2013
H -1.9616 -1.9614 -0.8549
H -3.7115 0.8389 0.7861
H 0.2565 -3.2883 -0.1347
H 1.8452 -2.2175 1.3042
H 2.1267 -2.1487 -1.0759

# 2
80
Properties=species:S:1:pos:R:3 method="wB97M-V/def2-TZVPD" smiles="CCN(CC[C@H](C#N)[C@H](C#N)P(O)Br)C(C)=O.CNC(C)=O.CNC(C)=O.CNC(C)=O.CNC(C)=O" gap_ev=9.49 energy_ha=-4614.26250 lumo_ev=0.37
C 3.0588 -4.6673 1.1885
C 3.6913 -3.9474 -0.0229
N 3.2587 -2.5762 -0.3042
C 2.0602 -2.3843 -1.1344
C 0.8013 -3.2305 -0.8577
C -0.0069 -2.8284 0.4070
C -0.8443 -3.9761 0.8477
N -1.4630 -4.8547 1.1891
C -0.9206 -1.5591 0.2228
C -0.5105 -0.7290 -0.9265
N -0.2187 -0.1293 -1.8555
P -0.9791 -0.3505 1.6750
O 0.6091 -0.0267 1.7888
Br -1.2785 -1.7620 3.3519
C 3.3846 -1.6387 0.7618
C 4.4967 -0.6311 0.6259
O 2.5933 -1.5892 1.6919
H 3.7434 -4.7059 2.0426
H 2.1297 -4.1807 1.5161
H 2.7938 -5.7017 0.9225
H 3.5060 -4.5181 -0.9459
H 4.7866 -3.9294 0.0988
H 1.8107 -1.3149 -1.0824
H 2.3529 -2.5615 -2.1824
H 0.1413 -3.1307 -1.7347
H 1.0437 -4.2985 -0.7836
H 0.6887 -2.6314 1.2318
H -1.9693 -1.8552 0.0394
H 1.2079 -0.7963 1.9121
H 4.0285 0.2798 0.2037
H 4.9007 -0.3594 1.6063
H 5.2691 -0.9639 -0.0707
C 2.2007 4.4190 -0.5961
C 1.8713 3.0531 -0.0352
O 2.6846 2.1406 -0.0536
N 0.6351 2.8775 0.4961
C -0.4458 3.8299 0.6127
H 3.2174 4.3899 -0.9756
H 1.5244 4.6811 -1.4117
H 2.1291 5.1871 0.1750
H 0.4897 1.9454 0.8477
H -0.7208 3.9781 1.6585
H -1.3288 3.4778 0.0747
H -0.1492 4.7890 0.1985
C -3.3279 -0.5233 -2.9313
C -4.2916 -1.5734 -3.4325
O -4.5468 -2.5666 -2.7678
N -4.8749 -1.3714 -4.6407
C -4.6726 -0.2720 -5.5661
H -2.9651 -0.8452 -1.9626
H -2.4790 -0.4031 -3.6041
H -3.8327 0.4382 -2.8246
H -5.5336 -2.0917 -4.8927
H -5.5998 0.2784 -5.7204
H -4.3215 -0.6511 -6.5287
H -3.9418 0.4223 -5.1720
C -5.2387 3.8716 -2.0891
C -4.5765 3.3051 -3.3233
O -5.1033 2.4352 -3.9988
N -3.3566 3.7973 -3.6667
C -2.5761 4.8189 -3.0006
H -6.1941 3.3719 -1.9621
H -4.6267 3.6997 -1.2025
H -5.4075 4.9441 -2.1924
H -2.9725 3.3783 -4.4997
H -2.3960 5.6654 -3.6655
H -1.6120 4.4183 -2.6831
H -3.1028 5.1802 -2.1229
C 2.5184 -0.8113 7.5122
C 1.5644 -0.5399 6.3703
O 0.3609 -0.4544 6.5428
N 2.1025 -0.3937 5.1302
C 3.4948 -0.4620 4.7434
H 1.9334 -0.9011 8.4224
H 3.0702 -1.7380 7.3496
H 3.2343 0.0035 7.6265
H 1.4138 -0.2130 4.4146
H 3.8161 0.4773 4.2878
H 3.6517 -1.2638 4.0224
H 4.1153 -0.6511 5.6140

# 3
18
Properties=species:S:1:pos:R:3 method="wB97M-V/def2-TZVPD" smiles=CC1(C)OCCP1 gap_ev=10.03 energy_ha=-613.62991 lumo_ev=0.95 relative_energy_kcal_mol=44.8
C -1.6768 0.0809 0.9226
C -1.6010 1.3067 -0.0044
C 0.5448 -0.2002 -0.0757
C 1.5147 -0.4655 1.0734
C 0.9768 -0.9595 -1.3678
O -0.8362 -0.8863 0.3316
P 0.2033 1.5861 -0.3005
H -1.2281 0.1473 1.9171
H -2.7198 -0.3717 0.9187
H -2.1414 1.1250 -1.0115
H -1.9984 2.2394 0.4976
H 1.4115 -0.0555 1.9984
H 2.5426 -0.1166 0.7009
H 1.5669 -1.5515 1.2149
H 0.3343 -0.8902 -2.2387
H 1.1136 -2.1509 -1.2281
H 1.8907 -0.5965 -1.5733
H 0.1027 1.7591 -1.7752

# 4
12
Properties=species:S:1:pos:R:3 method="wB97M-V/def2-TZVPD" gap_ev=10.56 energy_ha=-194.22574 lumo_ev=1.02 relative_energy_kcal_mol=69.2
C -0.9047 -0.8700 0.7398
C -0.2966 0.4564 -0.6641
C 0.6125 -0.4222 0.0473
O -0.5733 1.5882 -0.3121
H -1.9396 -0.6152 0.3653
H -0.8456 -1.9413 0.7005
H -0.8754 -0.4242 1.7277
H -0.8177 -0.0807 -1.4734
H 1.1152 -1.2474 -0.4911
H 1.9442 1.6141 -0.7284
H 1.3063 0.0372 0.7728
H 1.2787 1.9400 -0.6366

# 5
16
Properties=species:S:1:pos:R:3 method="wB97M-V/def2-TZVPD" smiles=CC.CC gap_ev=11.30 energy_ha=-159.50412 lumo_ev=1.13 relative_energy_kcal_mol=50.7
C 0.1441 -0.6814 -2.1726
C 1.3179 -0.4527 -1.2885
H -0.0334 -1.7259 -2.0004
H -0.7661 0.0718 -2.0227
H 0.3793 -0.6871 -3.2072
H 2.2125 -1.1660 -1.4394
H 1.0879 -0.5326 -0.1800
H 1.5550 0.6410 -1.4716
C -1.4284 0.7638 1.6824
C -0.0773 0.4526 1.7519
H -1.7966 1.1010 0.6777
H -2.0720 -0.1401 1.7941
H -1.6638 1.3349 2.6025
H 0.2446 -0.2294 2.5653
H 0.4517 1.5104 1.8159
H 0.4447 -0.2603 0.8926

# 6
14
Properties=species:S:1:pos:R:3 method="wB97M-V/def2-TZVPD" smiles=CCC#CCO gap_ev=10.54 energy_ha=-270.48227 lumo_ev=0.90 relative_energy_kcal_mol=47.5
C -2.1023 1.0517 -0.4785
C -1.6011 -0.3997 -0.4881
C -0.1389 -0.4948 -0.4228
C 1.0617 -0.5594 -0.3238
C 2.5119 -0.5689 -0.0872
O 2.8383 -0.4370 1.2821
H -1.9219 1.5393 -1.4413
H -3.1770 1.0819 -0.2734
H -1.5908 1.6281 0.2983
H -2.0217 -0.9377 0.3705
H -1.9668 -0.9196 -1.3818
H 2.9873 0.2217 -0.6849
H 2.9421 -1.5200 -0.4091
H 2.2862 0.2702 1.6390

# 7
67
Properties=species:S:1:pos:R:3 method="wB97M-V/def2-TZVPD" gap_ev="5.64 / 7.33" spin_multiplicity=5 energy_ha=-3199.47773 lumo_ev="0.05 / -0.19" s_squared=6.0901 relative_energy_kcal_mol=19.8
C -0.9004 3.0902 -2.8394
C -0.8449 1.9892 -1.9949
N 0.2163 1.6082 -1.2343
C 1.3446 2.3234 -1.4365
C 1.3797 3.4055 -2.3078
C 0.2462 3.8425 -3.0060
C -2.0633 1.2197 -1.7124
P -2.0743 0.0157 -0.3045
Mn 0.0651 0.0319 0.2498
P 2.3968 0.1939 -0.0234
C 2.5565 1.8942 -0.7010
C -0.0856 -1.5262 1.3344
C -0.6680 -1.3154 2.5793
C -0.6405 -2.3999 3.4828
C -0.0575 -3.6154 3.1258
C 0.4804 -3.8092 1.8648
C 0.4603 -2.7439 0.9557
O -1.8437 -0.7665 -3.9120
O 0.3498 -1.1613 -2.9501
H -1.9068 3.3343 -3.2406
H 2.3235 3.9204 -2.4308
H 0.2437 4.6840 -3.6969
C -3.0409 0.9716 0.8556
C -3.0400 -1.4313 -0.7299
H 3.4246 1.9170 -1.3753
H 2.7213 2.5780 0.1462
H -2.1306 0.5672 -2.5134
H -3.0971 1.6874 -1.6983
C 3.4424 0.0688 1.4719
C 3.1620 -0.8590 -1.3051
H -1.1279 -0.3783 2.8564
H -1.0657 -2.2594 4.4635
H -0.0252 -4.4503 3.8585
H 0.9066 -4.7696 1.5639
H 0.8390 -2.8606 -0.0557
H -0.1558 -0.9539 -2.0680
H 0.5217 -2.1005 -3.2837
H -0.9143 -0.8820 -3.5184
H -1.6130 -0.1800 -4.7464
H 0.9063 -0.8681 -0.8145
H -4.0342 1.1580 0.4483
H -3.1496 0.4063 1.7771
H -2.5743 1.9235 1.1166
H -4.1026 -1.1618 -0.7038
H -2.7389 -1.7808 -1.7246
H -2.8442 -2.1968 0.0336
H 4.1679 -0.4640 -1.5429
H 3.2315 -1.8837 -0.8925
H 2.4865 -0.8557 -2.1799
H 4.5077 0.0698 1.1742
H 3.1921 0.9051 2.1541
H 3.1888 -0.8991 1.9509
O -1.1860 4.1697 2.4384
C -0.7813 3.9872 3.7041
C -1.1830 4.8954 4.7111
C -0.7812 4.7235 6.0244
C 0.0371 3.6406 6.3783
C 0.4539 2.7404 5.3808
C 0.0586 2.8917 4.0556
C 0.4766 1.9168 3.0200
O 1.1680 0.8408 3.3499
O 0.1262 2.1779 1.8167
H -0.6800 3.4152 1.9209
H -1.7873 5.7513 4.3934
H -1.1266 5.4294 6.7943
H 0.3474 3.4965 7.4140
H 1.0933 1.8915 5.6409